# C30H29N3O2Ti

A molecular structure, C30H29N3O2Ti in a non-equilibrium geometry (wB97M-V/def2-TZVPD, OMol25).

```
! wB97M-V def2-TZVPD RIJCOSX def2/J DEFGRID3
* xyz 0 1
Ti 0.21108 0.22198 0.20719
C -1.40716 3.00596 0.88534
C -2.58189 2.33834 1.20386
C -2.60646 1.44196 2.26290
C -1.45575 1.20413 3.00343
C -0.27792 1.87899 2.69363
C -0.25459 2.79153 1.64017
H -1.37390 3.70330 0.05939
H -3.47375 2.50590 0.61544
H -3.51708 0.91306 2.50860
H -1.47826 0.50027 3.82312
H 0.61792 1.70673 3.28382
H 0.64487 3.34757 1.40488
C -2.53323 -2.28345 1.52710
C -1.75293 -2.03077 2.78200
C -2.36174 -2.15974 4.02719
C -1.65137 -1.92824 5.19370
C -0.30989 -1.58745 5.12501
C 0.33254 -1.45605 3.89900
C 1.79215 -1.11741 3.84042
C -0.40866 -1.65835 2.73423
N 0.23444 -1.45216 1.47275
C 0.99716 -2.52036 1.08980
O 1.07115 -3.61117 1.63473
C 1.85858 -2.20404 -0.10905
C 2.81606 -3.05338 -0.63774
C 3.61401 -2.57422 -1.67082
C 3.46263 -1.26527 -2.11657
C 2.47990 -0.48622 -1.53035
N 1.69907 -0.97533 -0.57845
C 2.27036 0.98249 -1.80553
O 2.92289 1.54066 -2.67321
N 1.35235 1.55345 -0.96224
C 1.35484 2.97959 -1.10076
C 2.28388 3.70577 -0.35740
C 3.24924 3.01159 0.56029
C 2.30047 5.08980 -0.48120
C 1.43042 5.73846 -1.34194
C 0.54016 4.99821 -2.10173
C 0.48996 3.61230 -1.99599
C -0.45001 2.81823 -2.85429
H -3.52368 -2.66726 1.76896
H -2.03068 -3.01069 0.88744
H -2.65308 -1.36925 0.93246
H -3.40324 -2.44913 4.06995
H -2.13792 -2.02564 6.15337
H 0.25119 -1.41905 6.03344
H 2.14522 -0.75226 4.80331
H 2.00373 -0.35204 3.08574
H 2.37998 -1.99847 3.57655
H 2.91405 -4.04441 -0.22063
H 4.37080 -3.20760 -2.10920
H 4.07902 -0.83031 -2.88850
H 3.98873 2.44726 -0.01004
H 2.74343 2.29725 1.22190
H 3.77921 3.73407 1.17784
H 3.00817 5.65896 0.10645
H 1.45900 6.81373 -1.42952
H -0.12194 5.49225 -2.79894
H -1.05133 3.47510 -3.48174
H -1.12642 2.20556 -2.24773
H 0.09791 2.13414 -3.50442
C -1.02067 -0.34455 -1.07658
H -1.55522 -1.29439 -0.98931
H -1.07930 0.10686 -2.06838
*
```

E_LUMO (spin up / spin down) (eV): -0.36 / -0.36
Strongest force on any atom (eV Å⁻¹): 1.13
ΔE to the lowest compared entry with this formula, charge and spin (kcal/mol): 0.0
Orbital gap (spin up / spin down) (eV): 7.593 / 7.594

=====

# C30H29N7O2RuS

A molecular structure, C30H29N7O2RuS (wB97M-V/def2-TZVPD, OMol25).

```
! wB97M-V def2-TZVPD RIJCOSX def2/J DEFGRID3
* xyz 1 2
Ru -1.63587 0.21792 -0.03780
N -3.24410 2.83824 -3.28398
C -2.84552 2.00925 -2.33905
S -2.28863 2.48798 -0.83481
N -2.99093 0.63908 -2.71964
N -2.45412 -0.07276 -1.86803
C -2.60718 -1.52642 -1.72358
C -3.93446 -1.79873 -1.10456
C -4.76931 -2.78499 -1.64152
C -6.00149 -3.03062 -1.08524
C -6.40278 -2.27309 0.02142
C -5.59235 -1.30037 0.55925
C -4.32331 -1.02787 0.01461
O -3.58169 -0.08443 0.56302
H -3.21655 3.83409 -3.13979
H -3.62710 2.46865 -4.14084
H -2.36434 -2.13465 -2.59541
H -4.43454 -3.35451 -2.50085
H -6.64695 -3.79435 -1.49438
H -7.37297 -2.45666 0.46529
H -5.90374 -0.71594 1.41507
C 3.92983 1.44984 1.59527
C 4.39231 0.08429 1.17262
C 5.47631 -0.52975 1.79440
C 5.92343 -1.78060 1.39807
C 5.29071 -2.45252 0.36247
C 4.19826 -1.87041 -0.25901
C 3.75511 -0.61687 0.14479
N 2.61013 -0.04680 -0.50226
C 1.37201 -0.02005 0.05321
N 1.24841 -0.63869 1.24525
C 0.23816 -0.47094 2.20454
C -1.05141 -0.03755 1.84982
C -1.98283 0.12162 2.89990
C -1.64114 -0.13283 4.20589
C -0.36081 -0.59705 4.51002
C 0.59564 -0.77642 3.52776
C 1.97159 -1.28074 3.87217
N 0.35562 0.56812 -0.53255
C 0.62448 1.25994 -1.75965
C 0.53464 0.55662 -2.95851
C 0.73544 1.19826 -4.17012
C 1.02341 2.55616 -4.17944
C 1.11198 3.25180 -2.98439
C 0.92061 2.62533 -1.75378
C 1.02135 3.41095 -0.47704
H 4.68360 1.93482 2.21236
H 3.00357 1.40326 2.17619
H 3.73481 2.08153 0.72963
H 5.98680 -0.00501 2.59278
H 6.77372 -2.22852 1.89485
H 5.63965 -3.42562 0.04514
H 3.67551 -2.38231 -1.05753
H 2.68128 0.24172 -1.46532
H 2.08869 -1.09703 1.56586
H -2.98708 0.43633 2.65538
H -2.36478 0.00545 4.99811
H -0.10020 -0.82099 5.53747
H 2.05567 -1.44532 4.94413
H 2.75586 -0.57328 3.58788
H 2.19339 -2.23440 3.38234
H 0.31169 -0.50512 -2.92893
H 0.67134 0.64270 -5.09637
H 1.18215 3.07273 -5.11683
H 1.33410 4.31257 -2.99879
H 0.61945 4.41459 -0.61290
H 2.06294 3.51971 -0.16855
H 0.48476 2.92944 0.33898
O -0.98052 -2.62884 -0.38689
N -1.56171 -1.61990 -0.61759
*
```

E_LUMO (spin up / spin down) (eV): -4.31 / -4.78
Strongest force on any atom (eV Å⁻¹): 0.23
ΔE to the lowest compared entry with this formula, charge and spin (kcal/mol): 33.0
<S²>: 0.779
Orbital gap (spin up / spin down) (eV): 5.974 / 5.487

=====

# C30H30AsF4HfN2

A molecular structure, C30H30AsF4HfN2 in a non-equilibrium geometry (wB97M-V/def2-TZVPD, OMol25).

```
! wB97M-V def2-TZVPD RIJCOSX def2/J DEFGRID3
* xyz 3 1
Hf -7.89349 0.37278 16.66249
C -9.80284 -0.65316 19.03468
C -10.75188 -0.32857 17.91357
N -10.06662 -0.15888 16.59177
C -10.60257 1.12810 16.00502
C -9.96815 2.24190 16.75146
C -10.28050 -1.30137 15.66842
C -9.35498 -1.18572 14.48234
N -8.14731 -0.61261 14.98878
C -6.87580 -1.21732 14.87749
C -6.32268 -1.72963 16.05289
F -7.12941 -1.69373 17.25656
C -5.06219 -2.28642 16.18199
F -4.64038 -2.71569 17.36550
C -4.24755 -2.34142 15.06848
C -4.76876 -1.82374 13.89637
F -3.98015 -1.80453 12.81458
C -6.04083 -1.28781 13.74013
F -6.41603 -0.77644 12.55751
H -10.21673 -0.29495 19.99863
H -8.84175 -0.08188 18.83325
H -9.54712 -1.69796 19.17866
H -11.30208 0.61380 18.10137
H -11.52006 -1.09841 17.83448
H -11.68390 1.12514 16.05722
H -10.40001 1.18550 14.95338
H -9.96613 2.08716 17.83221
H -10.46343 3.15395 16.54934
H -8.94408 2.40689 16.36285
H -11.33195 -1.35277 15.44830
H -9.96423 -2.21132 16.20619
H -9.73866 -0.56138 13.64102
H -9.13332 -2.17178 14.13703
H -3.27327 -2.72883 15.06267
C -6.65610 2.63893 22.79286
C -7.61077 1.82062 22.19455
C -7.38634 1.36811 20.89510
C -6.24551 1.72493 20.23068
C -5.29382 2.53131 20.79323
C -5.48613 2.94230 22.11046
As -5.94193 1.23669 18.39073
C -6.41686 2.72176 17.11688
C -6.51738 2.29072 15.77268
C -6.88867 3.18201 14.74647
C -7.34199 4.44615 15.08699
C -7.19173 4.84541 16.39928
C -6.77720 4.00390 17.46621
C -4.03921 0.86793 18.20178
C -3.21776 1.31419 17.22319
C -1.84389 1.04867 17.33668
C -1.45473 0.17084 18.33689
C -2.36635 -0.40532 19.21316
C -3.66794 0.03790 19.23745
H -6.76181 3.08902 23.76489
H -8.42716 1.52235 22.80906
H -8.06694 0.71395 20.46568
H -4.40301 2.83503 20.22868
H -4.75676 3.60251 22.62393
H -5.91160 1.41728 15.50993
H -6.75966 2.90951 13.72170
H -7.70984 5.12282 14.28115
H -7.44026 5.85884 16.74700
H -6.76117 4.39879 18.45569
H -3.56886 1.97735 16.40617
H -1.12656 1.50140 16.66684
H -0.42814 -0.11503 18.43432
H -1.96074 -0.97599 20.01255
H -4.33581 -0.37467 20.00534
*
```

E_LUMO (eV): -10.17
Strongest force on any atom (eV Å⁻¹): 2.68
ΔE to the lowest compared entry with this formula, charge and spin (kcal/mol): 0.0
Orbital gap (eV): 6.887

=====

Energy
In order: -2324.8640 -2187.1909 -3952.8777
Unit: Eh